No. 1
Formula: C17H21F2O2Zn
Source: the Open Molecules 2025 dataset
Level of theory: ωB97M-V/def2-TZVPD

CARTESIAN COORDINATES (ANGSTROEM)
Zn  -28.31  9.47  15.78
C  -29.31  12.24  12.99
C  -28.37  12.01  14.15
O  -28.00  10.67  14.35
H  -30.25  11.68  13.04
H  -28.82  11.91  12.07
H  -29.51  13.31  12.91
H  -28.92  12.37  15.04
H  -27.48  12.64  14.18
F  -27.01  15.30  11.70
C  -27.61  15.57  10.52
C  -27.22  16.62  9.71
C  -27.70  16.64  8.41
C  -28.64  15.72  7.94
C  -29.08  14.75  8.82
C  -28.58  14.66  10.12
H  -26.40  17.26  10.01
H  -27.38  17.41  7.72
H  -28.87  15.64  6.89
H  -29.80  13.97  8.58
H  -28.74  13.85  10.81
F  -24.24  16.16  18.25
C  -24.75  15.04  17.71
C  -26.07  14.76  17.88
C  -26.69  13.73  17.16
C  -25.85  12.91  16.42
C  -24.47  13.12  16.33
C  -23.90  14.18  17.02
H  -26.64  15.48  18.45
H  -27.75  13.57  17.12
H  -26.23  12.06  15.86
H  -23.86  12.47  15.72
H  -22.84  14.37  16.98
C  -31.85  11.78  16.23
C  -31.43  10.33  16.46
O  -30.31  9.98  16.15
C  -32.47  9.38  17.02
H  -31.40  12.26  17.11
H  -32.92  11.94  16.13
H  -31.31  12.15  15.36
H  -32.08  8.37  16.93
H  -33.39  9.55  16.48
H  -32.57  9.57  18.09

**E_tot**: -2789.577247 Eh
**Maximum force**: 2.9 eV/A
**Charge**: +1
**HOMO**: -10.880 eV
**E_LUMO**: -6.73 eV
**Orbital gap**: 4.1 eV
**Molar mass**: 360.7 u

No. 2
Formula: C17H21F5N2O19
Source: the Open Molecules 2025 dataset
Level of theory: ωB97M-V/def2-TZVPD

CARTESIAN COORDINATES (ANGSTROEM)
C  -4.44  0.46  -1.47
N  -5.85  0.49  -1.02
O  -6.27  -0.55  -0.56
O  -6.49  1.51  -1.16
H  -4.12  1.50  -1.53
H  -4.39  0.05  -2.48
H  -3.88  -0.18  -0.80
C  -0.68  1.37  4.34
N  0.65  1.22  4.97
O  1.62  1.40  4.27
O  0.72  1.01  6.16
H  -1.41  1.18  5.12
H  -0.74  0.64  3.55
H  -0.81  2.40  4.00
C  -2.73  -4.35  -3.68
C  -4.07  -5.01  -3.94
O  -4.51  -4.36  -5.10
C  -3.81  -3.20  -5.25
O  -3.96  -2.45  -6.15
O  -2.93  -3.07  -4.24
F  -4.93  -4.75  -2.91
H  -1.98  -4.95  -4.21
H  -2.46  -4.30  -2.63
H  -4.06  -6.08  -4.12
C  -0.69  5.33  1.94
C  0.35  4.29  1.54
O  1.06  4.04  2.72
C  0.69  4.91  3.68
O  1.16  5.00  4.75
O  -0.37  5.67  3.27
F  1.23  4.87  0.64
H  -1.69  4.90  1.87
H  -0.68  6.16  1.23
H  0.02  3.36  1.07
C  4.96  -2.18  -0.34
C  4.00  -3.35  -0.59
O  3.28  -2.89  -1.73
C  3.42  -1.55  -1.84
O  2.93  -0.86  -2.66
O  4.18  -1.09  -0.82
F  3.19  -3.52  0.48
H  5.90  -2.27  -0.89
H  5.08  -2.03  0.73
H  4.51  -4.27  -0.89
C  2.74  1.25  1.22
C  4.02  2.00  1.62
O  4.61  2.22  0.36
C  3.63  2.30  -0.57
O  3.79  2.68  -1.68
O  2.48  1.82  -0.05
F  4.86  1.25  2.36
H  1.98  1.32  1.99
H  3.01  0.19  1.10
H  3.80  2.97  2.06
C  0.08  -1.99  -0.24
C  -1.10  -1.59  -1.14
O  -1.47  -0.32  -0.68
C  -0.63  0.11  0.30
O  -0.75  1.16  0.84
O  0.30  -0.80  0.52
F  -2.18  -2.43  -0.90
H  1.00  -2.30  -0.73
H  -0.18  -2.76  0.49
H  -0.96  -1.59  -2.22

**Relative energy (zero: lowest compared OMol25 entry of this formula, charge and spin)**: 0.000 eV
**E_tot**: -2698.679598 Eh
**Maximum force**: 1.8 eV/A
**HOMO**: -11.110 eV
**E_LUMO**: -0.08 eV
**Orbital gap**: 11.0 eV
**SMILES**: O=C1OC[C@@H](F)O1.O=C1OC[C@@H](F)O1.O=C1OC[C@@H](F)O1.O=C1OC[C@@H](F)O1.O=C1OC[C@@H](F)O1.C[N+](=O)[O-].C[N+](=O)[O-]
**Molar mass**: 652.3 u

No. 3
Formula: C17H21N2O
Source: the Open Molecules 2025 dataset
Level of theory: ωB97M-V/def2-TZVPD

CARTESIAN COORDINATES (ANGSTROEM)
C  -1.22  -2.05  -1.73
C  0.05  -1.40  -1.39
N  0.27  -0.12  -1.67
C  1.56  0.46  -1.74
C  2.77  -0.20  -1.81
C  3.92  0.59  -1.90
C  3.83  2.00  -1.93
C  2.57  2.63  -1.93
C  1.41  1.86  -1.84
C  -0.01  2.15  -1.85
C  -0.70  0.91  -1.78
C  -2.08  0.83  -1.81
C  -2.81  2.02  -1.88
C  -2.15  3.26  -1.91
C  -0.75  3.34  -1.92
H  -1.04  -3.14  -1.82
H  -1.99  -1.92  -0.95
H  -1.65  -1.68  -2.67
H  0.92  -2.01  -1.18
H  2.80  -1.29  -1.80
H  4.90  0.12  -1.95
H  4.74  2.58  -1.96
H  2.49  3.71  -1.97
H  -2.59  -0.13  -1.81
H  -3.90  1.99  -1.90
H  -2.74  4.17  -1.92
H  -0.21  4.28  -1.96
C  0.37  -1.61  5.07
C  -0.58  -1.97  3.95
O  -1.91  -1.84  4.48
C  -0.49  -1.17  2.65
N  -1.57  -1.66  1.78
H  1.42  -1.70  4.77
H  0.20  -0.59  5.43
H  0.20  -2.30  5.91
H  -0.37  -3.03  3.69
H  -2.51  -1.84  3.71
H  -0.69  -0.10  2.86
H  0.50  -1.31  2.19
H  -1.53  -1.17  0.89
H  -1.44  -2.66  1.61

**Relative energy (zero: lowest compared OMol25 entry of this formula, charge and spin)**: 0.644 eV
**E_tot**: -844.885963 Eh
**Maximum force**: 3.1 eV/A
**Charge**: +1
**HOMO**: -12.174 eV
**E_LUMO**: -5.35 eV
**Orbital gap**: 6.8 eV
**Molar mass**: 269.4 u

No. 4
Formula: C17H21N2O7RhS2Se2
Source: the Open Molecules 2025 dataset
Level of theory: ωB97M-V/def2-TZVPD

CARTESIAN COORDINATES (ANGSTROEM)
Rh  -0.61  -0.19  0.73
O  -3.84  0.92  6.99
C  -2.61  0.95  6.83
O  -1.70  1.15  7.66
C  -2.12  0.70  5.38
C  -0.77  0.82  5.07
C  -0.34  0.59  3.78
N  -1.19  0.24  2.80
C  -2.49  0.12  3.07
C  -2.99  0.35  4.35
C  -3.41  -0.26  1.90
O  -4.61  -0.36  2.12
O  -2.81  -0.43  0.79
H  -0.08  1.09  5.86
H  0.69  0.69  3.48
H  -4.05  0.25  4.53
O  0.20  -1.07  -5.08
C  -1.09  -1.19  -4.47
C  -1.02  -0.86  -2.97
C  -2.43  -1.11  -2.42
O  -2.81  -2.48  -2.49
C  0.05  -1.77  -2.33
Se  -0.29  -2.43  -0.51
C  -0.68  0.63  -2.86
Se  -0.11  1.38  -1.13
H  0.15  -1.50  -5.94
H  -1.47  -2.21  -4.57
H  -1.80  -0.50  -4.95
H  -3.15  -0.55  -3.03
H  -2.51  -0.73  -1.40
H  -2.40  -2.88  -1.70
H  1.01  -1.26  -2.35
H  0.15  -2.67  -2.94
H  -1.55  1.21  -3.20
H  0.15  0.85  -3.53
C  2.27  -1.78  2.04
C  2.43  -0.59  1.12
O  2.07  0.53  1.43
H  3.11  -1.79  2.74
H  2.24  -2.71  1.49
H  1.35  -1.66  2.61
S  3.36  -0.98  -0.33
C  3.49  0.50  -1.18
N  3.67  1.75  -0.59
C  3.40  2.80  -1.58
C  3.93  2.26  -2.90
S  3.36  0.54  -2.92
H  3.10  1.84  0.25
H  3.91  3.72  -1.29
H  2.32  2.97  -1.66
H  5.02  2.30  -2.94
H  3.51  2.79  -3.75

**Relative energy (zero: lowest compared OMol25 entry of this formula, charge and spin)**: 0.000 eV
**E_tot**: -7006.448241 Eh
**Maximum force**: 0.6 eV/A
**Charge**: -2
**HOMO (alpha / beta)**: -1.785 / -2.347 eV
**Spin multiplicity**: 5
**E_LUMO (alpha / beta)**: 3.78 / 3.75 eV
**Orbital gap (alpha / beta)**: 5.6 / 6.1 eV
**Molar mass**: 690.3 u

No. 5
Formula: C17H21N3O2
Source: the Open Molecules 2025 dataset
Level of theory: ωB97M-V/def2-TZVPD

CARTESIAN COORDINATES (ANGSTROEM)
O  -1.11  -0.98  1.84
C  -1.38  -1.72  0.91
N  -2.06  -1.34  -0.19
H  -2.15  -2.00  -0.94
C  -2.45  0.04  -0.48
C  -1.22  0.95  -0.60
C  -1.65  2.37  -0.94
C  -2.61  2.91  0.12
C  -3.83  2.00  0.24
C  -3.40  0.58  0.58
H  -4.27  -0.08  0.65
H  -2.89  0.57  1.55
H  -4.51  2.38  1.01
H  -4.38  1.99  -0.71
H  -2.93  3.92  -0.14
H  -2.10  2.95  1.08
H  -0.77  3.02  -1.01
H  -2.15  2.38  -1.92
H  -0.55  0.57  -1.37
H  -0.69  0.95  0.35
H  -2.96  0.01  -1.45
C  -1.00  -3.20  0.94
H  -1.90  -3.80  1.04
H  -0.39  -3.34  1.84
C  -0.21  -3.63  -0.31
C  0.67  -2.52  -0.75
N  0.60  -1.88  -1.87
N  1.52  -0.90  -1.83
C  2.12  -0.99  -0.68
C  3.16  -0.13  -0.17
C  3.67  0.88  -0.98
C  4.66  1.71  -0.51
C  5.16  1.53  0.78
C  4.66  0.53  1.59
C  3.66  -0.31  1.12
H  3.26  -1.09  1.75
H  5.04  0.40  2.59
H  5.94  2.19  1.15
H  5.05  2.50  -1.13
H  3.26  1.00  -1.98
O  1.62  -2.02  0.06
H  0.39  -4.51  -0.07
H  -0.87  -3.88  -1.14

**Relative energy (zero: lowest compared OMol25 entry of this formula, charge and spin)**: 0.973 eV
**E_tot**: -975.175489 Eh
**Maximum force**: 1.5 eV/A
**HOMO**: -8.842 eV
**E_LUMO**: 0.45 eV
**Orbital gap**: 9.3 eV
**SMILES**: O=C(CCc1nnc(-c2ccccc2)o1)NC1CCCCC1
**Molar mass**: 299.4 u